# 1
Density functional theory data (ωB97M-V/def2-TZVPD) for a 3-piece molecular cluster, C28H63IN7O3P2S overall.

Charge: +1
HOMO energy in eV: -9.6
Gap between HOMO and LUMO in eV: 5.545

CARTESIAN COORDINATES (ANGSTROEM)
I  4.175  -2.107  -6.857
S  1.988  3.738  -5.571
P  -1.982  3.652  4.515
P  0.079  -6.287  -1.740
O  -1.312  2.943  3.321
O  1.226  -6.184  -2.764
O  -1.459  -0.246  -0.982
N  4.591  -0.206  -2.672
N  -0.477  -4.684  -2.112
N  -0.786  -7.457  -2.656
N  -0.658  3.263  5.567
N  -2.830  4.395  5.902
N  -1.179  -6.399  -0.474
N  -1.779  5.221  3.841
C  3.083  0.059  0.462
C  3.516  1.709  -4.165
C  0.570  -3.668  -1.952
C  -2.228  -7.607  -2.748
C  -0.495  1.906  -0.251
C  0.664  1.268  0.722
C  -1.177  -4.424  -3.362
C  -1.784  0.941  -0.179
C  2.979  3.210  -4.096
C  3.506  0.801  -5.419
C  -0.381  1.820  5.621
C  4.069  -0.656  -5.239
C  -2.290  4.499  7.254
C  -0.384  3.829  -3.878
C  -0.558  -6.826  0.792
C  4.583  -1.113  -3.814
C  -2.161  -5.360  -0.176
C  0.576  4.727  -4.820
C  0.611  3.968  5.436
C  -2.707  5.499  2.742
C  1.831  0.735  -0.295
C  -2.568  -0.361  -1.960
C  -0.184  -8.791  -2.597
C  -4.194  3.846  5.989
C  3.840  -1.101  -0.363
C  5.082  -0.594  -1.267
C  4.098  1.129  -2.837
C  -1.536  6.459  4.562
H  -2.364  6.343  2.136
H  -4.676  3.870  5.005
H  -2.269  -1.196  -2.680
H  -1.699  -4.433  0.175
H  0.199  1.483  4.754
H  2.672  -0.422  1.425
H  -2.488  -8.216  -3.620
H  -3.496  -0.611  -1.344
H  4.977  -2.178  -3.631
H  -4.822  4.435  6.663
H  -2.446  6.862  5.024
H  1.170  -3.870  -1.061
H  0.174  1.571  6.528
H  2.136  1.677  -0.896
H  0.128  -2.675  -1.828
H  -2.847  -5.705  0.606
H  -2.113  3.523  7.713
H  -3.711  5.723  3.122
H  -0.426  2.732  -4.182
H  -2.787  4.643  2.068
H  0.051  -6.024  1.225
H  -1.309  -7.135  1.523
H  4.122  1.814  -1.913
H  -0.074  5.126  -5.682
H  -4.181  2.805  6.333
H  -2.795  -5.143  -1.037
H  -0.137  3.936  -2.766
H  0.956  5.584  -4.156
H  0.094  -7.690  0.621
H  -2.736  1.461  -0.535
H  1.104  2.165  1.302
H  -0.121  1.851  -1.346
H  -0.704  2.999  -0.007
H  5.615  0.325  -0.856
H  5.862  -1.426  -1.447
H  -0.687  -4.897  -4.221
H  4.276  -1.823  0.426
H  -1.457  4.238  -4.007
H  -1.251  -3.352  -3.563
H  0.902  -8.739  -2.701
H  -0.408  -9.282  -1.641
H  0.261  0.448  1.400
H  -2.657  -8.097  -1.865
H  -2.679  0.615  -2.543
H  -1.149  7.223  3.878
H  -1.368  5.081  7.278
H  3.094  1.177  -6.408
H  3.838  0.862  0.812
H  2.263  3.254  -3.188
H  -0.782  6.359  5.338
H  1.244  -3.642  -2.818
H  3.821  3.961  -3.848
H  -1.313  1.249  5.645
H  -0.545  -9.428  -3.411
H  -2.746  -6.662  -2.891
H  -2.990  5.046  7.897
H  0.553  4.962  5.879
H  1.371  0.016  -1.076
H  1.407  3.464  5.989
H  -2.210  -4.767  -3.311
H  3.146  -1.683  -1.081
H  0.929  4.062  4.391
H  -1.879  0.604  0.919



# 2
Density functional theory data (ωB97M-V/def2-TZVPD) for a 11-piece molecular cluster, C28H63N23O13 overall.

Charge: 0
SMILES string: CC[C@H](C)[C@](C#N)(Cc1ccc(C)cc1)[C@](C#N)(CCO)ON=O.NC(N)=O.NC(N)=O.NC(N)=O.NC(N)=O.NC(N)=O.NC(N)=O.NC(N)=O.NC(N)=O.NC(N)=O.NC(N)=O
HOMO energy in eV: -8.5
Gap between HOMO and LUMO in eV: 8.081

CARTESIAN COORDINATES (ANGSTROEM)
O  5.734  5.550  3.655
O  7.880  -0.901  3.144
O  0.620  -5.160  -1.808
O  -2.151  -3.583  2.840
O  -1.026  -4.150  -1.027
O  5.327  -4.985  0.932
O  9.461  2.497  4.475
O  -9.513  0.078  -0.854
O  -4.384  -0.455  -6.013
O  6.262  6.679  7.166
O  5.814  0.518  0.776
O  1.372  -1.526  1.829
O  -7.128  3.739  -3.522
N  6.936  4.519  7.337
N  -2.636  -1.711  -6.721
N  -7.397  5.061  -5.345
N  5.386  5.376  8.806
N  7.392  1.919  3.726
N  7.829  4.078  4.385
N  -2.721  0.545  -7.189
N  5.181  7.599  4.425
N  6.263  1.195  -1.341
N  -3.202  -6.674  -1.516
N  6.221  -2.448  3.246
N  7.454  2.046  0.436
N  3.872  -4.485  -0.733
N  2.025  0.338  2.954
N  3.571  -0.966  1.861
N  -0.444  -5.375  -1.376
N  -9.404  -1.776  -2.148
N  8.081  -2.828  1.963
N  3.174  -5.674  1.105
N  -5.485  5.205  -4.064
N  -2.793  -4.579  -4.342
N  -11.216  -1.419  -0.763
N  5.028  7.120  2.175
C  -0.520  -0.538  -3.169
C  -6.457  0.682  -1.217
C  -7.038  2.079  -1.164
C  4.199  -5.046  0.463
C  -1.236  -1.937  -3.184
C  -4.715  -3.265  -1.791
C  8.308  2.811  4.214
C  -6.036  -0.052  -0.136
C  5.338  6.687  3.432
C  -2.516  -1.880  -2.279
C  -2.967  -4.035  -3.332
C  6.202  5.592  7.732
C  -6.342  0.087  -2.484
C  -3.159  -3.275  -2.032
C  6.471  1.209  0.011
C  -6.700  4.608  -4.260
C  -10.010  -0.967  -1.230
C  2.268  -0.771  2.189
C  7.425  -1.986  2.808
C  -5.333  -1.902  -1.494
C  -5.786  -1.162  -2.594
C  -5.490  -1.326  -0.251
C  -2.128  -1.130  -0.972
C  -2.916  -5.589  -1.207
C  -1.658  -3.601  1.494
C  -2.864  -3.863  0.545
C  -3.320  -0.536  -6.601
C  -2.462  -4.154  -0.939
H  -1.759  -1.802  -7.198
H  5.137  6.464  1.424
H  -5.045  -3.960  -1.005
H  -2.843  -1.317  -0.159
H  -7.434  2.364  -0.184
H  7.999  2.621  -0.179
H  5.319  4.499  9.285
H  2.740  0.970  3.259
H  -1.144  -2.663  1.251
H  0.223  -0.448  -2.374
H  -7.063  5.774  -5.964
H  4.861  8.535  4.272
H  -11.641  -2.276  -1.059
H  -4.946  4.898  -3.276
H  -3.048  -2.526  -6.299
H  4.601  -4.014  -1.235
H  3.786  -1.769  1.299
H  -2.141  -0.045  -1.107
H  -7.819  2.119  -1.927
H  5.543  0.588  -1.687
H  6.898  3.622  7.782
H  -1.504  -2.088  -4.236
H  4.704  8.045  1.971
H  -8.514  -1.473  -2.508
H  -6.122  0.396  0.855
H  -1.287  0.249  -3.120
H  5.830  -3.335  2.979
H  -5.702  -1.608  -3.590
H  7.699  0.962  3.581
H  -3.197  1.425  -7.118
H  4.319  -0.357  2.142
H  7.716  -3.720  1.678
H  -0.053  -0.412  -4.158
H  6.786  1.750  -1.990
H  -3.178  -1.189  -2.820
H  4.831  6.149  9.122
H  -3.073  -3.310  2.798
H  3.378  -6.096  1.991
H  -1.158  -1.473  -0.582
H  -5.189  -1.865  0.647
H  6.444  2.164  3.507
H  5.411  7.303  5.367
H  -0.495  -2.656  -2.819
H  -11.687  -0.849  -0.087
H  -6.280  2.801  -1.492
H  2.950  -4.518  -1.125
H  -8.293  4.644  -5.519
H  -6.694  0.620  -3.366
H  -3.594  -3.059  0.671
H  5.703  -1.857  3.869
H  -0.959  -4.445  1.470
H  8.971  -2.528  1.612
H  7.636  2.081  1.428
H  -5.114  5.922  -4.657
H  -1.848  0.502  -7.676
H  -9.792  -2.640  -2.472
H  1.073  0.514  3.215
H  7.545  4.648  6.547
H  8.471  4.763  4.738
H  -3.335  -4.768  0.958
H  2.243  -5.732  0.740
H  6.874  4.362  4.183
H  -5.201  -3.625  -2.707



# 3
Density functional theory data (ωB97M-V/def2-TZVPD) for a 5-piece molecular cluster, C28H64FIN5O27P7S2 overall.

Relative energy (zero: lowest compared OMol25 entry of this formula, charge and spin) in kcal per mole: 171.1
Charge: 0
HOMO energy in eV: -8.2
Gap between HOMO and LUMO in eV: 6.905

CARTESIAN COORDINATES (ANGSTROEM)
I  -3.636  -1.152  -6.340
S  1.619  -4.133  -2.957
S  -5.218  -2.664  1.329
P  5.320  4.070  -0.173
P  -7.508  2.754  -1.443
P  7.945  6.859  4.937
P  -2.650  0.504  -4.818
P  1.815  -2.175  -2.782
P  1.672  0.909  -1.755
P  -4.538  -9.999  5.054
F  -0.018  -0.106  1.774
O  6.418  7.317  4.862
O  -6.693  4.093  -1.783
O  1.086  2.521  -1.522
O  8.287  5.712  4.064
O  -3.998  -9.358  6.421
O  -9.032  3.219  -1.535
O  3.159  -1.990  -1.712
O  5.856  4.712  1.192
O  3.856  3.843  -0.220
O  -0.716  0.531  -2.955
O  -3.964  -9.030  3.910
O  -7.266  2.531  0.129
O  2.491  0.553  -0.273
O  -2.898  -2.397  2.851
O  -3.669  -11.329  4.903
O  -2.294  -4.896  -4.319
O  -3.525  0.617  -3.329
O  1.570  -2.229  -7.595
O  5.882  5.048  -1.316
O  -3.737  -3.251  -3.635
O  -7.168  1.589  -2.292
O  -6.003  -10.213  5.006
O  2.218  -1.637  -4.349
O  8.198  6.609  6.502
O  2.620  0.985  -2.953
O  8.752  8.208  4.619
O  6.200  2.750  -0.329
N  -1.536  -3.209  -2.641
N  -2.990  -4.172  4.338
N  -0.941  -1.563  -4.306
N  0.298  -1.601  -2.135
N  -4.141  -4.321  3.593
C  9.370  5.893  6.881
C  -0.773  -2.192  -2.985
C  5.105  6.194  -1.652
C  -9.445  4.431  -0.923
C  5.270  5.918  1.651
C  -0.874  -0.070  -4.238
C  -2.601  -3.572  -0.303
C  1.016  0.281  -7.882
C  -3.842  -4.591  -0.395
C  -4.731  -7.877  3.570
C  10.167  8.160  4.591
C  -0.166  -0.941  0.566
C  -2.267  -11.292  5.121
C  0.111  -0.141  -2.011
C  -5.246  -3.875  -0.082
C  7.602  2.799  -0.113
C  -6.100  1.817  0.523
C  -4.072  -3.208  2.670
C  0.097  0.588  -5.375
C  -5.277  4.036  -1.803
C  -0.196  0.016  -6.858
C  -2.214  -3.045  3.922
C  -0.698  0.040  -0.585
C  -2.583  -3.782  -3.575
C  6.000  8.515  5.498
C  -4.574  -8.146  6.874
C  1.763  -1.043  -8.410
C  -1.398  -3.889  -1.318
H  1.517  -1.187  -9.526
H  -0.353  -3.721  -0.847
H  -4.904  4.883  -2.381
H  -0.969  -1.723  0.857
H  -4.373  -8.044  7.942
H  -9.877  4.221  0.057
H  4.787  6.119  -2.695
H  -1.435  -5.030  -1.531
H  -4.888  4.111  -0.785
H  10.522  7.248  4.105
H  -4.100  -6.994  3.687
H  4.187  5.913  1.502
H  7.909  1.862  0.355
H  -5.047  -7.951  2.527
H  -1.968  -10.472  5.776
H  1.198  0.592  -5.076
H  6.816  9.230  5.619
H  -8.625  5.143  -0.811
H  -1.748  -11.198  4.165
H  -5.527  2.439  1.214
H  2.901  -0.815  -8.379
H  -0.226  1.704  -5.406
H  8.119  2.900  -1.070
H  -4.121  -7.301  6.351
H  -1.217  -2.647  4.304
H  5.715  6.768  1.130
H  -2.911  -2.476  -0.470
H  -1.793  -0.239  -0.845
H  3.911  -1.562  -2.188
H  -1.969  -12.231  5.593
H  -5.521  -3.269  -1.031
H  5.474  6.019  2.719
H  1.721  1.058  -7.416
H  -6.396  0.899  1.036
H  0.865  -1.395  0.385
H  0.568  0.799  -8.819
H  -10.210  4.889  -1.554
H  -0.583  -1.075  -6.861
H  -6.009  -4.692  0.155
H  -4.246  -0.059  -3.298
H  -0.255  -1.980  -4.955
H  -3.667  -5.399  0.409
H  5.574  8.284  6.476
H  10.005  5.650  6.028
H  4.221  6.299  -1.022
H  9.081  4.966  7.380
H  10.533  9.020  4.026
H  1.960  0.941  0.467
H  1.733  2.997  -0.927
H  -5.463  1.556  -0.324
H  -5.657  -8.142  6.722
H  5.728  7.082  -1.535
H  9.941  6.508  7.580
H  -0.727  1.134  -0.246
H  -4.925  3.112  -2.270
H  -1.093  0.638  -7.255
H  -2.161  -3.691  0.764
H  10.561  8.218  5.608
H  -3.871  -5.135  -1.410
H  0.852  -2.730  -8.064
H  -5.615  -7.763  4.198
H  2.358  -2.420  -4.936
H  5.229  8.981  4.879
H  7.896  3.620  0.544